1.
Computed, not measured: C35H37AsN4O2S4Zr as an isolated structure at a distorted geometry, with ωB97M-V/def2-TZVPD.

## Properties
HOMO energy = -7.283 eV
Net charge = 0
Max |F| = 0.03676 hartree/bohr
HOMO-LUMO gap = 6.13 eV
E_LUMO = -1.153 eV

Structure (XYZ):
```
84
Properties=species:S:1:pos:R:3:forces:R:3:mulliken_charge:R:1
Zr -2.357 -0.533 2.265 0.2226 -0.5010 -0.2104 0.620
C -0.829 -1.951 5.130 -0.1371 0.7420 -0.1811 -1.228
O -0.608 -1.546 3.758 -0.7129 -0.0790 -0.0692 0.520
C 0.652 -1.743 3.276 -0.0743 0.0262 -0.7759 -0.104
C 1.745 -1.955 4.087 0.7453 0.0271 -0.0055 -0.490
C 2.998 -2.134 3.481 -0.2290 -0.1718 0.4387 -1.041
C 3.109 -2.146 2.104 0.3173 -0.4209 -0.7635 -0.733
C 1.996 -2.012 1.269 -0.1426 0.7666 0.6687 -0.320
C 0.761 -1.752 1.867 -0.5222 -0.7913 -0.2384 0.796
N -0.513 -1.690 1.152 0.5990 0.4800 0.7332 1.031
N -0.418 -2.120 -0.032 0.7751 0.1150 0.0841 -0.977
C -1.467 -2.251 -0.854 0.3559 -0.2238 -1.1121 -0.165
C -2.779 -2.331 -0.389 -1.1969 0.3940 0.7909 0.746
O -3.061 -2.055 0.831 -0.1262 0.2885 0.0713 -0.539
C -3.854 -2.701 -1.300 0.9783 0.1514 -0.3648 -1.011
C -3.549 -2.850 -2.613 -0.5654 -0.2268 -0.5123 -0.918
C -2.218 -2.776 -3.167 0.4038 0.0844 0.2805 0.648
C -1.928 -3.026 -4.537 0.6192 -0.7396 0.4621 -0.805
C -0.606 -3.175 -4.982 -1.5711 0.8021 0.6794 -0.697
C 0.409 -2.931 -4.061 0.0787 0.1537 -0.1053 -0.588
C 0.148 -2.594 -2.759 -0.1321 0.4257 0.7305 -0.359
C -1.159 -2.522 -2.259 -0.3518 -0.3724 -0.3284 1.019
H -0.402 -2.920 5.242 0.3220 -0.8278 0.2135 0.515
H -0.332 -1.227 5.771 -0.1585 -0.0083 0.2250 0.354
H -1.902 -1.989 5.304 0.1135 0.2225 -0.1470 0.158
H 1.649 -1.999 5.171 0.0570 0.0771 -0.3757 0.494
H 3.868 -2.327 4.115 -0.2679 0.1446 -0.2749 0.430
H 4.062 -2.369 1.614 -0.1867 0.2135 0.3606 0.437
H 2.124 -2.027 0.187 -0.2679 -0.1391 0.3447 0.303
H -4.867 -2.775 -0.924 0.1373 -0.0006 0.0720 0.526
H -4.346 -3.088 -3.323 0.0881 0.1013 0.2114 0.367
H -2.750 -3.265 -5.200 -0.0758 0.1873 -0.0865 0.436
H -0.405 -3.359 -6.024 0.0956 -0.1951 -0.0748 0.410
H 1.425 -2.959 -4.382 0.6048 -0.1211 -0.1993 0.416
H 0.931 -2.338 -2.056 0.2213 -0.1986 -0.2061 0.476
S -2.512 0.933 4.514 0.9782 0.2427 0.2607 -0.401
As -4.451 0.219 4.098 -1.0239 -0.6677 -0.2511 0.404
S -4.017 -1.909 3.776 0.4690 0.0461 -0.2248 -0.413
S -4.497 0.774 1.961 0.1122 0.1562 -0.2519 -0.359
S -6.063 0.702 5.213 -0.7399 0.3110 0.6132 -0.429
C -0.963 3.145 -3.952 -0.6262 -0.0170 0.3674 -1.741
C -0.943 1.607 -3.894 0.2828 0.2357 -0.5269 1.886
C 0.479 1.168 -4.283 0.3981 -0.3272 1.1942 -1.550
C -1.904 1.046 -4.953 -0.0594 -0.4802 0.2772 -1.772
C -1.345 1.195 -2.478 0.4270 0.2440 0.1658 1.454
C -2.652 0.910 -2.118 -0.6579 -0.2201 -0.0587 -1.051
C -2.977 0.600 -0.804 0.5748 -0.0801 0.0943 -0.862
N -2.056 0.593 0.178 -0.6834 0.1471 -0.2231 0.424
C -0.831 1.021 -0.120 0.4963 -0.2597 -0.0321 0.163
C -0.432 1.258 -1.420 -0.1479 0.4159 -0.3969 -0.738
C 0.088 1.245 1.026 0.5810 0.1397 -0.2637 0.050
C 1.393 1.689 0.836 -0.2757 -0.3239 -0.0585 -0.622
C 2.197 1.935 1.939 0.8847 0.5193 -0.0496 0.822
C 1.638 1.798 3.194 0.1495 -0.0786 1.0234 -1.043
C 0.319 1.367 3.309 0.5644 -0.1571 0.0554 -0.612
N -0.415 1.041 2.253 -0.5455 -0.1711 -0.4192 0.025
C 3.640 2.452 1.746 -0.6110 0.4458 -0.3480 2.080
C 3.577 3.830 1.052 -0.8095 0.2116 0.2062 -1.580
C 4.344 2.671 3.079 -0.0505 0.0032 -0.0975 -2.250
C 4.429 1.506 0.838 -0.1494 -1.0397 0.5456 -1.408
H -0.742 3.491 -4.962 0.1610 -0.0311 -0.0077 0.464
H -0.243 3.582 -3.239 -0.3635 -0.0817 -0.2858 0.307
H -1.989 3.467 -3.720 0.3616 0.2544 0.1082 0.392
H 0.763 1.446 -5.295 -0.1771 0.2914 -0.0091 0.462
H 0.575 0.094 -4.211 -0.0801 -0.5319 -0.0862 0.267
H 1.238 1.550 -3.570 -0.3357 0.1079 -0.5201 0.348
H -1.489 1.272 -5.938 -0.2268 0.0024 0.0183 0.445
H -2.927 1.437 -4.884 0.3055 0.1044 -0.0449 0.359
H -1.972 -0.050 -4.850 0.0705 0.2862 -0.1154 0.316
H -3.461 0.902 -2.843 0.2136 -0.0171 0.0798 0.280
H -3.990 0.347 -0.503 0.1889 -0.0625 -0.1107 0.333
H 0.572 1.605 -1.608 0.0128 -0.1035 -0.0535 0.188
H 1.819 1.789 -0.160 -0.2426 0.0630 0.2649 0.392
H 2.252 1.976 4.105 -0.8112 -0.1004 -0.8113 0.400
H -0.158 1.235 4.274 0.1509 -0.0164 -0.0542 0.441
H 3.009 4.567 1.655 0.3546 -0.3870 -0.1529 0.356
H 3.066 3.794 0.083 0.2516 -0.1023 0.0491 0.294
H 4.592 4.190 0.924 0.1010 0.1658 -0.1479 0.484
H 3.829 3.432 3.686 0.0278 -0.4553 -0.0656 0.405
H 5.328 3.091 2.885 0.2351 -0.1987 0.0147 0.467
H 4.437 1.715 3.603 0.1140 0.2469 0.2360 0.416
H 3.896 1.260 -0.078 -0.0810 0.1425 -0.1232 0.270
H 4.635 0.537 1.329 -0.1758 0.3625 -0.0316 0.264
H 5.387 1.915 0.565 0.3905 0.3788 -0.0876 0.451
```
Forces are in eV/Å.

2.
Computed, not measured: C35H37BaF5OP2Te as an isolated structure at a distorted geometry, with ωB97M-V/def2-TZVPD.

## Properties
HOMO energy = -5.525 eV
Net charge = 0
Max |F| = 0.07459 hartree/bohr
HOMO-LUMO gap = 4.39 eV
E_LUMO = -1.132 eV

Structure (XYZ):
```
82
Properties=species:S:1:pos:R:3:forces:R:3:mulliken_charge:R:1
Ba 0.306 -0.771 -0.364 -1.5167 1.1681 1.0917 2.000
C -1.172 6.629 -4.012 0.3892 -0.1695 -0.2645 -0.370
C 0.020 6.552 -3.412 -0.0748 0.1954 -0.4701 -0.412
C 0.553 7.428 -2.315 -0.1064 0.1461 0.3458 -0.391
C -0.496 8.211 -1.492 0.6469 0.2328 0.1110 -1.104
C -1.495 7.324 -0.802 -0.4039 -0.0503 0.2750 -0.141
C -2.648 6.844 -1.276 -0.0045 0.3776 0.3738 -0.369
C -3.259 7.086 -2.623 0.0782 -0.0358 -0.5184 -0.608
C -2.304 7.578 -3.736 -0.6171 0.0938 -0.1578 -0.927
C -1.074 -1.514 1.871 0.4098 1.4127 -0.9054 -1.981
H -1.394 5.960 -4.854 0.3264 -0.0065 0.4448 0.352
H 0.758 5.835 -3.791 -0.3665 0.0513 0.0227 0.424
H 1.280 8.156 -2.716 -0.1542 -0.2927 -0.0083 0.407
H 1.122 6.791 -1.620 -0.0486 0.1318 -0.0999 0.258
H 0.066 8.717 -0.690 -0.1767 0.0061 -0.3200 0.405
H -0.945 9.004 -2.101 0.1105 -0.3110 0.3342 0.344
H -1.213 7.123 0.240 -0.2933 -0.2315 -0.3368 0.392
H -3.306 6.273 -0.612 0.3782 0.0584 -0.0214 0.395
H -4.090 7.808 -2.549 0.1929 -0.2202 0.1439 0.363
H -3.715 6.143 -2.961 0.0607 0.1828 0.0787 0.292
H -2.907 7.608 -4.659 0.1695 0.1776 0.2942 0.404
H -1.986 8.609 -3.538 -0.0709 -0.4270 -0.1815 0.341
H -1.683 -2.126 1.207 -0.2431 -0.2680 0.6202 0.458
H -1.566 -0.803 2.532 -0.0700 -0.4359 0.1361 0.256
H -0.133 -1.942 2.211 -0.5208 -0.2756 0.3988 0.565
P 0.907 1.869 -1.700 -0.5160 -3.2898 0.1370 -0.170
P -0.988 1.970 0.875 -0.2810 -1.5448 0.9515 0.661
C 0.362 3.416 -1.095 -0.6467 1.3913 1.0147 -0.533
C -0.422 3.458 0.029 0.6978 1.2887 -1.1675 -0.537
C 2.709 1.658 -1.797 0.2459 0.9421 -0.3227 1.298
C 3.379 2.853 -2.086 0.3633 -0.1742 0.0114 -0.089
C 4.760 2.886 -2.195 0.3422 -0.3259 0.0984 -0.636
C 5.492 1.708 -2.002 -0.3062 -0.0183 0.0275 -0.531
C 4.837 0.504 -1.691 0.1320 0.1251 -0.0573 -0.738
C 3.446 0.462 -1.578 -0.5353 0.4704 -0.1426 -0.904
C 0.199 1.394 -3.326 0.2434 0.6447 -0.2974 1.246
C -1.167 1.045 -3.463 0.5377 0.3020 0.1501 -0.382
C -1.681 0.814 -4.740 0.2292 0.0026 -0.1849 -0.603
C -0.839 0.898 -5.864 -0.1016 0.0292 0.3544 -0.519
C 0.521 1.190 -5.721 -0.2613 -0.1827 -0.0289 -0.698
C 1.038 1.420 -4.453 -0.2105 0.0647 0.1634 -0.675
C -0.769 2.255 2.702 -0.0112 0.6333 0.1815 0.447
C 0.503 2.067 3.278 -0.2334 -0.0190 -0.1712 -0.566
C 0.703 2.265 4.647 -0.1665 0.0965 0.0082 -0.586
C -0.365 2.655 5.469 0.1163 -0.0980 -0.4706 -0.470
C -1.632 2.837 4.911 0.1289 -0.0214 0.0363 -0.569
C -1.828 2.642 3.543 0.0348 -0.0833 -0.2641 -0.289
C -2.825 1.994 0.680 -0.3139 0.5885 -0.2617 0.350
C -3.584 0.811 0.749 0.2442 -0.0129 0.0163 -0.480
C -4.967 0.845 0.540 -0.0337 0.2343 0.0059 -0.559
C -5.616 2.057 0.263 0.4138 -0.0615 0.0511 -0.533
C -4.871 3.242 0.198 -0.0958 -0.3139 0.0703 -0.449
C -3.492 3.202 0.413 -0.0136 0.0529 -0.1196 0.044
H 0.679 4.310 -1.646 -0.4092 0.1132 0.5462 0.013
H -0.721 4.440 0.425 0.2222 -0.2399 -0.3272 0.690
H 2.797 3.767 -2.229 0.2687 -0.2434 -0.0279 0.247
H 5.259 3.822 -2.438 -0.0102 -0.2366 0.0720 0.417
H 6.578 1.724 -2.092 -0.2760 -0.0312 0.0296 0.367
H 5.427 -0.410 -1.544 -0.3436 0.4486 -0.0451 0.415
H 2.953 -0.501 -1.347 0.3907 0.6353 -0.2522 0.234
H -1.810 0.996 -2.566 0.2562 0.1117 -0.5423 0.247
H -2.745 0.583 -4.873 0.4897 0.0483 0.0811 0.420
H -1.255 0.732 -6.855 0.0666 0.0199 0.1784 0.380
H 1.178 1.255 -6.592 -0.2920 -0.0875 0.2635 0.410
H 2.100 1.643 -4.317 -0.3563 0.0040 -0.1343 0.346
H 1.335 1.754 2.634 -0.2741 0.1168 0.3382 0.260
H 1.695 2.120 5.085 -0.3689 0.0209 -0.2159 0.369
H -0.203 2.816 6.534 -0.0469 -0.0623 -0.2379 0.361
H -2.473 3.140 5.542 0.3225 -0.1370 -0.2512 0.379
H -2.828 2.782 3.120 0.3600 -0.0347 0.1642 0.297
H -3.072 -0.132 0.983 -0.2070 0.3366 -0.0992 0.208
H -5.553 -0.080 0.596 0.3086 0.3765 -0.0055 0.402
H -6.694 2.073 0.101 0.2888 0.0100 0.0393 0.363
H -5.369 4.194 -0.015 0.2088 -0.3520 0.0852 0.418
H -2.923 4.134 0.355 -0.2192 -0.3118 0.0181 0.050
F -0.565 -4.110 0.700 1.8351 -0.5214 -0.4378 -0.460
Te 1.300 -4.255 0.212 -1.0041 1.6062 -0.3866 2.223
F 1.714 -3.123 1.748 -0.0363 -1.3900 -1.3202 -0.500
F 0.738 -5.306 -1.265 0.6189 -0.0679 1.1730 -0.415
F 1.366 -5.792 1.368 0.1656 1.6364 -1.4037 -0.402
F 3.153 -4.438 -0.192 -1.1705 -0.4428 0.6180 -0.420
O 1.216 -2.739 -0.895 1.1148 -3.5570 0.9039 -1.196
```
Forces are in eV/Å.

3.
Computed, not measured: C35H37BrP2Ru as an isolated structure at a distorted geometry, with ωB97M-V/def2-TZVPD.

## Properties
HOMO energy (alpha / beta) = -13.306 / -13.184 eV
Net charge = +2
Max |F| = 0.04874 hartree/bohr
HOMO-LUMO gap (alpha / beta) = 6.88 / 4.60 eV
E_LUMO (alpha / beta) = -6.423 / -8.586 eV
Spin multiplicity = 5

Structure (XYZ):
```
76
Properties=species:S:1:pos:R:3:forces:R:3:mulliken_spin:R:1
Ru 0.112 0.214 5.576 1.9442 -1.0105 1.2165 2.218
C -1.795 -0.222 6.651 -2.0107 -0.3833 0.1314 0.215
C -1.861 -0.449 5.267 -0.4416 -1.0920 0.8431 -0.095
C -2.535 0.398 4.224 -0.8285 -0.1217 -0.5793 0.042
C -1.778 1.607 3.688 -0.2144 0.4110 -0.3834 0.025
C -0.500 1.885 4.419 0.1787 0.6305 -0.0802 0.043
C -0.436 2.165 5.810 -0.0336 1.3373 -0.5623 -0.108
C -1.637 2.348 6.724 -0.0020 0.2948 0.3833 0.043
C -2.228 1.041 7.328 0.1376 0.9439 0.7708 -0.022
C 2.005 -0.186 5.034 1.6423 0.2168 -0.4285 0.109
H -1.714 -1.092 7.310 0.2037 0.2406 -0.3504 0.005
H -1.767 -1.512 4.999 0.0479 0.2804 0.0614 -0.021
H -3.528 0.709 4.568 0.1424 -0.1372 0.1570 -0.001
H -2.714 -0.266 3.376 -0.1624 0.0187 0.1478 -0.002
H -1.565 1.498 2.617 0.0294 -0.1679 0.2957 0.002
H -2.443 2.479 3.730 0.2408 0.0805 0.1221 0.001
H 0.284 2.302 3.791 0.1755 -0.1564 0.2194 -0.033
H 0.468 2.700 6.107 -0.1484 -0.0988 0.1236 0.010
H -2.437 2.925 6.222 0.4904 -0.2763 -0.0827 -0.007
H -1.302 2.972 7.569 -0.1823 -0.2091 -0.3930 -0.002
H -1.938 1.029 8.396 -0.1019 -0.3294 -0.6148 0.003
H -3.318 1.181 7.341 0.0742 -0.5193 -0.1972 0.022
H 2.266 -1.155 5.505 -0.2771 0.3912 -0.1983 -0.007
H 2.676 0.580 5.470 -0.2550 -0.3622 -0.2369 0.019
H 2.195 -0.244 3.952 -0.4258 0.0934 0.1534 0.037
P -0.026 -2.116 -2.565 -1.2301 0.0393 -0.1784 0.270
P 1.843 0.429 -2.969 0.0533 1.6912 -1.3713 0.295
C -0.698 -0.559 -3.184 0.8090 1.6750 -0.4652 0.001
C 0.095 0.528 -3.364 -1.6532 -1.6386 -0.0396 0.011
C -0.705 -3.328 -3.770 0.8215 -0.4962 -0.4183 0.038
C -1.816 -3.042 -4.570 -0.3721 -0.2581 -0.2018 0.017
C -2.373 -4.022 -5.404 0.2892 -0.1074 0.0379 0.001
C -1.734 -5.262 -5.546 -0.0439 0.2825 0.2723 0.010
C -0.542 -5.512 -4.855 -0.1746 0.1874 0.0396 -0.001
C -0.032 -4.555 -3.971 -0.1919 -0.0301 0.1914 0.021
C -1.071 -2.257 -1.045 0.5630 -0.0089 -0.0130 0.041
C -0.707 -1.382 -0.008 -0.2952 -0.2532 0.0772 0.036
C -1.346 -1.467 1.225 -0.0671 -0.1596 -0.1145 -0.072
C -2.337 -2.435 1.443 0.2528 0.2321 -0.4993 0.027
C -2.740 -3.254 0.381 0.1250 0.1041 0.0601 -0.008
C -2.114 -3.175 -0.868 0.2548 0.1116 0.2048 0.022
C 2.545 1.144 -4.556 -0.0636 -0.7005 0.0371 0.070
C 2.459 0.332 -5.707 0.1176 0.2355 -0.0446 0.027
C 2.978 0.780 -6.921 -0.0520 0.0913 0.0340 -0.018
C 3.595 2.035 -7.005 -0.1399 -0.1460 0.3604 0.042
C 3.648 2.862 -5.881 -0.1810 -0.2516 0.2354 -0.010
C 3.119 2.424 -4.661 0.1455 -0.0619 0.1095 0.023
C 2.034 1.863 -1.862 0.6400 -0.6519 0.5979 0.028
C 3.212 1.912 -1.092 -0.3539 0.1739 -0.2508 0.027
C 3.423 2.990 -0.238 -0.1609 0.0106 0.0025 -0.003
C 2.449 3.990 -0.115 -0.1174 -0.2498 -0.1517 0.013
C 1.284 3.934 -0.889 0.0400 -0.1747 0.0384 -0.001
C 1.074 2.867 -1.771 0.1598 0.1770 0.4189 0.012
H -1.771 -0.519 -3.406 0.3602 0.1117 0.1751 0.010
H -0.316 1.451 -3.791 0.1989 -0.3579 0.1006 0.010
H -2.257 -2.053 -4.573 -0.1741 -0.1930 0.1367 0.001
H -3.303 -3.824 -5.953 0.5372 0.0241 0.2332 0.001
H -2.171 -6.028 -6.193 0.2255 0.2977 0.2129 0.000
H -0.029 -6.465 -5.004 -0.0965 0.3812 0.1286 0.000
H 0.894 -4.767 -3.426 -0.3590 0.0585 -0.1522 0.000
H 0.072 -0.636 -0.168 -0.0839 -0.1766 0.0531 0.004
H -1.049 -0.775 2.013 -0.0493 -0.2226 -0.0886 0.039
H -2.790 -2.537 2.429 -0.0087 -0.0158 -0.3075 0.001
H -3.541 -3.970 0.531 0.0978 0.0586 -0.0235 0.000
H -2.419 -3.820 -1.695 0.0917 0.1321 0.3346 0.002
H 1.966 -0.641 -5.669 0.2097 0.1742 0.0717 0.003
H 2.899 0.150 -7.810 0.0538 0.2035 0.3204 0.000
H 4.035 2.370 -7.939 -0.1074 -0.0698 0.0837 0.001
H 4.110 3.848 -5.937 -0.1758 -0.2879 -0.0194 0.001
H 3.147 3.091 -3.797 0.0895 -0.2729 -0.2569 0.003
H 3.946 1.105 -1.195 -0.1763 0.3706 0.1470 -0.001
H 4.339 3.038 0.342 -0.1319 0.0419 -0.0272 0.000
H 2.587 4.800 0.605 0.0144 -0.1982 -0.3395 0.000
H 0.521 4.708 -0.791 0.2702 -0.1803 -0.0685 0.000
H 0.174 2.800 -2.373 0.1002 0.2670 0.2325 0.001
Br 0.932 0.036 7.895 -0.2840 -0.0442 -0.4340 0.507
```
Forces are in eV/Å.